No. 1
H5N2PS2 | ωB97M-V/def2-TZVPD

Results
HOMO (eV): -9.631
ΔE to the lowest compared entry with this formula, charge and spin (kcal per mole): 47.9
LUMO energy (eV): -0.78
Total energy (eV): -34020.3376
Orbital gap (eV): 8.85

Structure (XYZ):
```
10
Properties=species:S:1:pos:R:3:forces:R:3
N -1.47124 0.21538 -1.92971 0.5140 0.1376 0.9731
N 1.50773 -0.59670 0.67704 -3.7484 -0.2805 0.2111
P -1.22039 0.17545 -0.38680 -1.5635 -0.0086 -0.6874
S -1.80403 -1.32652 0.76818 0.6936 1.6136 -1.0388
S -0.59839 2.03834 0.47092 -0.5872 -1.3617 -0.6088
H -1.16955 1.05791 -2.43761 -0.0986 -0.4261 0.4795
H 1.73800 -0.44986 -0.27962 -0.5230 -0.0896 -1.1155
H 2.32761 -0.94670 1.01613 2.5297 -1.2458 1.7247
H 0.70752 -1.30860 0.84105 2.0900 1.4440 -0.7694
H -0.01728 1.14131 1.26043 0.6934 0.2171 0.8315
```
Positions in Å, forces in eV/Å.

=====

No. 2
H5N3 | ωB97M-V/def2-TZVPD

Results
HOMO (eV): -6.909
SMILES: [H]/N=N\[H].N
ΔE to the lowest compared entry with this formula, charge and spin (kcal per mole): 58.9
LUMO energy (eV): 1.13
Total energy (eV): -4546.9573
Orbital gap (eV): 8.03

Structure (XYZ):
```
8
Properties=species:S:1:pos:R:3:forces:R:3
H -0.71563 0.75058 -0.11110 0.2477 2.3819 -0.2454
N -1.04436 0.53079 -1.08756 1.7423 -9.1149 13.3483
N -1.17589 1.03134 -2.04587 -3.0182 5.5410 -15.1762
H -1.17684 1.91952 -2.58603 0.9966 1.2041 2.0583
N 1.06029 -1.22376 1.27268 -0.9104 0.1480 0.5278
H 0.08933 -1.21703 1.66604 1.4135 -0.0976 -0.3852
H 1.73362 -1.50763 2.00944 -0.7303 0.7515 -0.7821
H 1.22947 -0.28382 0.88241 0.2587 -0.8139 0.6545
```
Positions in Å, forces in eV/Å.

=====

No. 3
H5N3 | ωB97M-V/def2-TZVPD

Results
HOMO (eV): -7.986
ΔE to the lowest compared entry with this formula, charge and spin (kcal per mole): 24.8
LUMO energy (eV): 1.02
Total energy (eV): -4548.4375
Orbital gap (eV): 9.00

Structure (XYZ):
```
8
Properties=species:S:1:pos:R:3:forces:R:3
N 0.73631 0.80456 1.08374 1.5929 -2.9536 -0.3807
N -0.72548 -0.84380 -0.81482 4.2401 -0.5015 -1.5867
N -0.17311 1.55714 1.08750 -1.4049 1.7708 0.0955
H 0.55920 -0.27888 1.00196 0.5954 1.5009 0.1182
H 1.76080 1.09003 1.03484 -0.6218 -0.1835 0.2830
H -0.61246 0.19174 -0.73529 -1.2306 -1.4856 -0.5357
H -1.55210 -1.30374 -1.10133 -1.3697 0.5815 -0.0987
H 0.00685 -1.21705 -1.55661 -1.8014 1.2710 2.1050
```
Positions in Å, forces in eV/Å.

=====

No. 4
H5N3O2 | ωB97M-V/def2-TZVPD

Results
HOMO (eV): -7.700
ΔE to the lowest compared entry with this formula, charge and spin (kcal per mole): 64.9
LUMO energy (eV): -1.14
Total energy (eV): -8639.4348
Orbital gap (eV): 6.56

Structure (XYZ):
```
10
Properties=species:S:1:pos:R:3:forces:R:3
N 0.07432 -1.64756 0.03413 -2.0938 -0.4613 -1.6526
N -0.69779 -1.19937 -0.85779 1.0029 -0.4994 2.5931
N 0.92469 1.52863 0.76239 -1.3907 0.1940 1.8429
O 0.68673 0.79517 -0.38744 -0.6233 -1.9530 -3.8318
O -1.99725 -1.01592 -0.38752 0.8013 -0.3249 -0.0729
H -1.87860 -1.04805 0.57894 -0.3355 -0.2499 0.1008
H 1.02639 -1.69057 -0.33589 -0.1015 0.4011 -0.2448
H -0.29544 0.08226 -0.91352 2.6964 2.7906 1.8789
H 1.88046 1.88068 0.71329 -0.3436 -0.0494 -0.4630
H 0.27649 2.31473 0.79342 0.3877 0.1522 -0.1505
```
Positions in Å, forces in eV/Å.

=====

No. 5
H5N3OP | ωB97M-V/def2-TZVPD

Results
HOMO (eV): -3.801
ΔE to the lowest compared entry with this formula, charge and spin (kcal per mole): 6.4
LUMO energy (eV): 4.67
Total energy (eV): -15886.6487
Orbital gap (eV): 8.47
Net charge: -1

Structure (XYZ):
```
10
Properties=species:S:1:pos:R:3:forces:R:3
N 2.87958 0.02040 -1.23909 3.4900 -0.3700 -1.6911
N 0.44109 0.18521 -0.56195 -1.2370 -0.2104 -2.3020
N -2.22088 -0.17494 1.64726 2.0014 -3.4808 -1.3882
O -2.32967 -0.21208 0.20133 -2.6312 0.4343 0.9158
P 1.44110 0.07028 -1.84258 -1.8700 0.1080 1.6812
H -1.46351 -0.22668 -0.19591 1.9230 0.4893 -0.2969
H 3.61593 -0.08995 -2.02989 -1.5722 0.2892 1.6018
H 0.89302 0.20401 0.31986 0.9840 0.0255 0.9050
H -2.02771 0.70863 1.97957 -0.3031 3.4318 0.0675
H -1.22895 -0.48488 1.72141 -0.7850 -0.7170 0.5069
```
Positions in Å, forces in eV/Å.

=====

No. 6
H5N3OS | ωB97M-V/def2-TZVPD

Results
HOMO (eV): -10.372
SMILES: N=S(=N)=O.N
ΔE to the lowest compared entry with this formula, charge and spin (kcal per mole): 23.3
LUMO energy (eV): -0.61
Total energy (eV): -17431.1766
Orbital gap (eV): 9.77

Structure (XYZ):
```
10
Properties=species:S:1:pos:R:3:forces:R:3
N -0.13106 -1.94432 -0.25631 -0.5776 0.8989 -2.1585
S 0.91397 -1.29647 -1.15713 1.3554 -1.1607 5.2836
N 2.31837 -1.02155 -0.61569 -0.8110 0.9924 -1.1615
O 0.73784 -1.30281 -2.53549 -0.5844 -0.2739 -2.3136
H -0.12308 -1.78599 0.73659 0.6919 0.0512 0.2088
H 2.30360 -0.55893 0.29047 -0.0656 -0.4992 0.1514
N -1.35254 2.19120 1.00071 1.2405 -0.7806 -0.0806
H -1.17958 2.10547 0.00099 -0.1363 0.0842 0.1959
H -2.32107 2.34589 1.13350 -1.0914 0.2750 0.0297
H -1.16646 1.26751 1.40238 -0.0216 0.4129 -0.1552
```
Positions in Å, forces in eV/Å.

=====

No. 7
H5N3S | ωB97M-V/def2-TZVPD

Results
HOMO (eV): -8.650
SMILES: NN(N)S
ΔE to the lowest compared entry with this formula, charge and spin (kcal per mole): 48.1
LUMO energy (eV): 0.61
Total energy (eV): -15383.0419
Orbital gap (eV): 9.26

Structure (XYZ):
```
9
Properties=species:S:1:pos:R:3:forces:R:3
N 1.21485 -0.84689 -0.40706 0.2697 -0.4359 -0.7674
N -0.10109 -0.63298 -0.02766 -0.2631 3.0589 1.1512
N -0.47826 0.98850 -0.47845 1.3167 -1.4456 0.9460
S -0.22196 -0.64893 1.80722 -0.0058 0.2181 -1.9475
H 1.08691 -0.83775 -1.42049 1.0669 -0.1146 0.3230
H 2.06655 -0.30262 -0.08458 -2.0179 -0.0838 -0.2213
H -1.11947 0.96348 -1.25147 -0.3376 -0.7411 -0.4923
H -1.00208 1.46433 0.24978 0.1332 -0.3186 0.4226
H -1.44545 -0.14714 1.61270 -0.1621 -0.1374 0.5856
```
Positions in Å, forces in eV/Å.

=====

No. 8
H5N4 | ωB97M-V/def2-TZVPD

Results
HOMO (eV): -15.758
SMILES: NNN=[NH2+]
ΔE to the lowest compared entry with this formula, charge and spin (kcal per mole): 66.0
LUMO energy (eV): -5.09
Total energy (eV): -6029.2570
Orbital gap (eV): 10.67
Net charge: +1

Structure (XYZ):
```
9
Properties=species:S:1:pos:R:3:forces:R:3
N -1.37790 0.79556 0.15935 -0.8422 -1.9955 0.8378
N -0.08239 0.66229 -0.16846 2.0077 -0.0669 -2.8326
N 0.78793 -0.16774 0.00567 4.2823 -1.1993 -2.5442
N 1.05538 -1.40668 0.00361 -1.6780 2.0083 0.3908
H -2.24040 0.73843 -0.40039 1.2555 0.1566 -0.2947
H -1.04977 1.53757 0.66006 -3.0115 3.7153 2.7058
H 0.46850 1.46839 -0.52076 -1.3347 0.3458 0.3431
H 0.46859 -1.95592 0.51287 -1.9721 -2.8862 1.1992
H 1.97006 -1.67190 -0.25194 1.2928 -0.0782 0.1948
```
Positions in Å, forces in eV/Å.

=====

No. 9
H5NOSi | ωB97M-V/def2-TZVPD

Results
HOMO (spin up / spin down) (eV): -8.258 / -8.257
ΔE to the lowest compared entry with this formula, charge and spin (kcal per mole): 142.4
LUMO energy (spin up / spin down) (eV): -0.50 / -0.50
Total energy (eV): -11491.6215
Orbital gap (spin up / spin down) (eV): 7.75 / 7.75

Structure (XYZ):
```
8
Properties=species:S:1:pos:R:3:forces:R:3
N -1.52193 -0.07861 -0.42108 1.1236 0.6023 0.4681
O -0.87306 0.38293 0.75037 4.0549 0.2936 0.0778
Si 1.48877 0.08482 0.10112 -3.5147 -1.0593 1.4921
H -1.91790 -0.85457 0.02168 -1.2436 -2.0314 -0.2271
H -2.26664 0.58043 -0.48437 -0.7649 0.6665 -0.5991
H 0.79241 0.44938 -1.08382 0.3779 0.4358 -1.1434
H 2.48609 0.80440 0.85858 0.1855 0.6570 0.0694
H 1.81227 -1.36879 0.25752 -0.2188 0.4356 -0.1379
```
Positions in Å, forces in eV/Å.

=====

No. 10
H5NOSi | ωB97M-V/def2-TZVPD

Results
HOMO (eV): -9.321
SMILES: N=[SiH2].O
ΔE to the lowest compared entry with this formula, charge and spin (kcal per mole): 77.9
LUMO energy (eV): 0.52
Total energy (eV): -11494.4196
Orbital gap (eV): 9.84

Structure (XYZ):
```
8
Properties=species:S:1:pos:R:3:forces:R:3
N 1.92746 -1.05810 -0.25178 3.0813 -0.3832 -2.0752
Si 1.06026 0.24317 0.00512 0.4977 -1.6411 0.0903
H 2.74810 -1.12909 -0.99351 -2.6963 0.1894 1.9198
H 0.36445 0.22681 1.22009 -0.7806 0.1091 1.2837
H 0.84078 1.39056 -0.74368 -0.1606 1.7097 -1.1315
O -2.02000 0.06859 0.06628 -0.1416 0.5516 -0.7993
H -2.79268 0.60439 -0.23339 0.7811 -0.9387 0.9741
H -2.12837 -0.34633 0.93087 -0.5810 0.4032 -0.2621
```
Positions in Å, forces in eV/Å.

=====

No. 11
H5NS | ωB97M-V/def2-TZVPD

Results
HOMO (eV): -4.939
ΔE to the lowest compared entry with this formula, charge and spin (kcal per mole): 92.9
LUMO energy (eV): -2.24
Total energy (eV): -12402.4163
Orbital gap (eV): 2.70

Structure (XYZ):
```
7
Properties=species:S:1:pos:R:3:forces:R:3
S -1.39350 -1.52063 -1.12226 0.1396 0.0326 0.1273
H -1.52367 -2.86630 -1.10918 0.1055 0.2712 0.0715
N 2.20973 2.53906 1.76437 -1.5844 -1.7437 0.4495
H 2.67241 2.90340 0.93415 0.2390 0.5162 0.2727
H 1.42622 3.06230 2.15686 0.0762 0.8472 -0.4662
H 1.73286 1.66636 1.46873 0.2025 -0.0986 -0.2089
H 2.76824 2.26764 2.57083 0.8216 0.1752 -0.2459
```
Positions in Å, forces in eV/Å.

=====

No. 12
H5O3 | ωB97M-V/def2-TZVPD

Results
HOMO (eV): -3.890
ΔE to the lowest compared entry with this formula, charge and spin (kcal per mole): 16.0
LUMO energy (eV): 5.09
Total energy (eV): -6223.9353
Orbital gap (eV): 8.98
Net charge: -1

Structure (XYZ):
```
8
Properties=species:S:1:pos:R:3:forces:R:3
O -0.14091 1.91958 -0.53813 0.0440 -1.0300 1.4956
H -0.24196 2.07002 0.41852 0.3350 1.0631 -0.3264
O 1.55346 -1.72571 0.36253 -0.3876 0.6236 -0.2263
H 1.54113 -0.75657 0.29290 0.4087 -0.1040 0.1359
H 0.61474 -1.82059 0.13586 -0.2903 -0.2923 0.0811
O -1.29937 -0.19371 0.00720 0.4052 -0.8959 -0.1946
H -0.52082 0.92735 -0.27435 -0.5600 0.4163 -1.1743
H -1.89241 -0.44174 0.71634 0.0449 0.2194 0.2090
```
Positions in Å, forces in eV/Å.

=====

What is the total energy in the third record? -4548.4375 eV